Record 1
A structure of composition C18H34FN2O2Pd. Source: OMol25; level of theory: ωB97M-V/def2-TZVPD.

Geometry (Å):
C -4.60 -4.96 -3.34
C -3.15 -5.33 -2.75
C -3.21 -6.02 -1.27
C -1.67 -6.34 -0.86
C -1.09 -4.98 -0.16
C 0.52 -4.98 -0.05
C 0.93 -3.77 0.93
C 1.72 -2.58 0.14
C 1.97 -1.42 1.26
C 3.08 -0.34 0.85
C 2.98 1.04 1.71
C 2.23 2.17 0.84
C 2.19 3.59 1.60
C 2.53 4.83 0.60
C 2.54 6.18 1.49
C 1.52 7.30 0.86
N 0.16 6.77 1.10
C -0.85 7.50 0.33
O -0.64 8.07 -0.79
N -2.23 7.51 0.89
C -3.10 6.51 0.23
O -4.10 6.11 0.87
F -2.82 5.96 -1.06
H -4.43 -4.66 -4.47
H -5.04 -4.04 -2.82
H -5.33 -5.86 -3.31
H -2.45 -4.42 -2.71
H -2.63 -6.10 -3.45
H -3.84 -6.98 -1.27
H -3.61 -5.30 -0.47
H -1.12 -6.56 -1.86
H -1.57 -7.24 -0.16
H -1.42 -4.04 -0.72
H -1.51 -4.99 0.92
H 0.85 -5.96 0.47
H 1.07 -4.87 -1.05
H 1.63 -4.13 1.78
H -0.02 -3.34 1.43
H 1.07 -2.15 -0.71
H 2.70 -2.96 -0.32
H 0.94 -0.97 1.47
H 2.29 -1.97 2.22
H 3.07 -0.09 -0.27
H 4.12 -0.78 1.11
H 2.44 0.79 2.69
H 4.05 1.38 1.98
H 2.74 2.21 -0.18
H 1.13 1.84 0.70
H 2.95 3.67 2.46
H 1.13 3.72 2.05
H 3.57 4.62 0.16
H 1.75 4.84 -0.24
H 2.06 5.90 2.51
H 3.58 6.61 1.69
H 1.71 8.31 1.41
H 1.74 7.49 -0.26
H -2.64 8.45 0.90
Pd -5.90 -5.26 -5.12

## Properties
Frontier orbital gap = 1.0 eV
Max |F| = 6.3 eV/A
ΔE to the lowest compared entry with this formula, charge and spin = 0.00 kcal per mole
Multiplicity = 1
Charge = +1
Electronic energy = -1193.311044 Ha
HOMO energy = -10.06 eV

Record 2
A structure of composition C17H38ClInO9PS. Source: OMol25; level of theory: ωB97M-V/def2-TZVPD.

Geometry (Å):
C 6.35 -1.65 -2.94
C 6.21 -0.10 -3.26
C 7.57 0.64 -3.04
C 5.12 0.44 -2.24
In 3.13 0.34 -3.29
C 3.29 -0.93 -5.16
C 1.45 -0.53 -2.08
C 0.11 -0.34 -2.93
C -0.59 -1.70 -3.25
Cl -1.12 -1.75 -5.01
P 2.41 2.77 -3.83
S 1.58 2.76 -5.61
H 7.28 -1.76 -2.35
H 6.36 -2.24 -3.87
H 5.46 -1.96 -2.38
H 5.86 -0.02 -4.31
H 7.96 0.29 -2.07
H 8.29 0.46 -3.86
H 7.40 1.73 -2.94
H 5.38 1.52 -2.09
H 5.20 -0.15 -1.32
H 2.28 -0.95 -5.61
H 3.55 -1.94 -4.80
H 4.03 -0.52 -5.87
H 1.57 -1.62 -1.92
H 1.25 -0.02 -1.12
H 0.36 0.12 -3.91
H -0.57 0.38 -2.44
H 0.10 -2.54 -3.09
H -1.50 -1.77 -2.63
H 3.51 3.68 -3.77
H 1.42 3.18 -2.87
C -3.69 -0.41 3.17
O -3.35 -0.08 1.82
C -3.84 -0.93 0.91
O -4.51 -1.90 1.15
O -3.45 -0.53 -0.30
C -3.91 -1.36 -1.36
H -3.24 0.34 3.81
H -4.77 -0.38 3.31
H -3.29 -1.38 3.44
H -5.00 -1.37 -1.40
H -3.52 -2.37 -1.26
H -3.54 -0.94 -2.30
C -3.38 2.50 0.13
O -3.04 3.33 1.24
C -2.86 4.62 0.93
O -2.96 5.10 -0.16
O -2.55 5.27 2.06
C -2.33 6.67 1.87
H -3.50 1.49 0.49
H -4.32 2.82 -0.32
H -2.58 2.51 -0.61
H -3.23 7.15 1.49
H -1.49 6.84 1.19
H -2.09 7.09 2.84
C -3.05 -5.43 6.16
O -2.72 -4.61 7.29
C -2.53 -3.33 6.99
O -2.62 -2.84 5.89
O -2.23 -2.68 8.11
C -2.00 -1.28 7.93
H -3.18 -6.44 6.53
H -3.99 -5.10 5.71
H -2.25 -5.42 5.43
H -2.89 -0.79 7.55
H -1.16 -1.11 7.26
H -1.76 -0.87 8.91

## Properties
Frontier orbital gap = 5.8 eV
Max |F| = 1.6 eV/A
Multiplicity = 1
Charge = -1
Electronic energy = -2737.567460 Ha
HOMO energy = -3.99 eV

Record 3
A cluster of 2 separate species, CHN2P in total. Source: OMol25; level of theory: ωB97M-V/def2-TZVPD.

Geometry (Å):
C 1.37 -1.34 -2.98
N 0.79 -1.39 -3.94
N 1.27 -0.45 -0.93
P -0.22 -0.29 -0.85
H -0.50 0.38 0.46

## Properties
Frontier orbital gap (spin up / spin down) = 8.2 / 7.8 eV
Max |F| = 5.5 eV/A
ΔE to the lowest compared entry with this formula, charge and spin = 90.27 kcal per mole
Multiplicity = 1
Electronic energy = -489.351604 Ha
HOMO energy (spin up / spin down) = -10.84 / -10.61 eV

Record 4
A cluster of 3 separate species, C28H53BFN4O4 in total. Source: OMol25; level of theory: ωB97M-V/def2-TZVPD.

Geometry (Å):
C 4.63 2.32 2.04
C 4.64 1.61 0.57
C 3.20 1.57 -0.12
C 2.84 2.86 -1.00
C 3.75 2.94 -2.35
C 3.08 4.26 -0.21
N 4.42 4.65 -0.17
N 4.68 5.79 0.45
F 5.97 6.17 0.52
C 3.64 6.57 1.00
C 2.13 6.31 1.03
C 1.78 4.93 0.32
C 0.30 4.40 0.17
B -0.18 3.36 1.32
O 0.65 2.44 2.05
O -1.60 3.32 1.62
H 3.61 2.83 2.16
H 4.76 1.57 2.89
H 5.42 3.16 2.08
H 5.45 2.13 -0.03
H 5.02 0.53 0.77
H 3.21 0.68 -0.85
H 2.44 1.30 0.68
H 1.77 2.74 -1.36
H 3.21 2.25 -3.11
H 4.83 2.63 -2.17
H 3.63 4.00 -2.74
H 3.98 7.55 1.50
H 1.34 7.00 1.47
H 0.12 3.99 -0.88
H -0.41 5.32 0.25
H 0.56 1.54 1.64
H -1.90 2.39 1.74
C 1.16 -4.69 -2.44
C 2.20 -3.55 -2.64
C 3.20 -3.95 -3.74
C 4.21 -5.00 -3.28
C 4.91 -4.57 -2.00
C 3.92 -4.19 -0.87
N 2.86 -3.25 -1.33
O 3.42 -2.02 -1.43
C 3.27 -5.48 -0.30
C 4.73 -3.63 0.32
C 1.35 -2.36 -3.17
H 0.67 -4.61 -1.47
H 0.36 -4.64 -3.19
H 1.58 -5.68 -2.54
H 3.75 -3.07 -4.07
H 2.67 -4.33 -4.61
H 3.73 -5.97 -3.15
H 4.96 -5.14 -4.07
H 5.57 -5.38 -1.66
H 5.56 -3.72 -2.22
H 2.48 -5.23 0.42
H 4.01 -6.08 0.23
H 2.85 -6.13 -1.05
H 5.35 -2.78 0.05
H 5.42 -4.39 0.72
H 4.07 -3.33 1.14
H 0.62 -2.04 -2.42
H 0.80 -2.65 -4.07
H 1.97 -1.51 -3.45
C -7.57 1.42 0.39
C -6.43 0.38 0.26
C -7.00 -1.04 0.39
C -7.38 -1.42 1.82
C -6.21 -1.17 2.78
C -5.64 0.26 2.69
N -5.36 0.68 1.27
O -4.22 0.05 0.87
C -6.62 1.25 3.35
C -4.38 0.34 3.59
C -5.92 0.57 -1.19
H -7.19 2.41 0.66
H -8.11 1.54 -0.56
H -8.33 1.14 1.12
H -6.26 -1.77 0.03
H -7.88 -1.16 -0.25
H -8.26 -0.86 2.15
H -7.66 -2.48 1.86
H -6.54 -1.38 3.80
H -5.43 -1.90 2.56
H -6.30 2.29 3.20
H -6.67 1.08 4.43
H -7.65 1.16 3.00
H -3.63 -0.40 3.31
H -4.64 0.14 4.63
H -3.93 1.33 3.54
H -5.50 1.57 -1.34
H -6.74 0.44 -1.90
H -5.17 -0.17 -1.47

## Properties
Frontier orbital gap (spin up / spin down) = 5.7 / 6.4 eV
Max |F| = 6.0 eV/A
Expectation value of S² = 2.0091
Multiplicity = 3
Charge = +1
Electronic energy = -1742.857636 Ha
HOMO energy (spin up / spin down) = -10.64 / -11.30 eV

Record 5
A structure of composition C14H33O5PtSSe2SiTe2. Source: OMol25; level of theory: ωB97M-V/def2-TZVPD.

Geometry (Å):
Pt -1.87 0.73 1.29
Se -0.24 -0.64 5.24
Te -0.63 -1.11 2.88
Te -3.41 -0.88 2.67
Se -4.23 1.04 1.04
C -3.65 3.06 4.51
S -2.15 2.03 4.48
C -1.24 2.95 5.75
O -1.47 2.37 3.21
H -4.22 2.80 5.41
H -4.21 2.79 3.62
H -3.40 4.12 4.49
H -1.76 2.83 6.70
H -1.19 4.00 5.45
H -0.25 2.51 5.80
C -0.16 -3.08 -2.14
C 0.12 -3.13 -0.64
C 1.53 -3.66 -0.39
C -0.91 -4.04 0.04
O -0.01 -1.85 0.00
Si 0.31 -0.31 -0.57
O 0.23 0.73 0.62
O -0.83 -0.18 -1.75
C -1.05 0.86 -2.70
C -0.98 2.24 -2.05
C -0.02 0.75 -3.83
C -2.46 0.62 -3.25
O 1.78 -0.35 -1.33
C 3.02 0.16 -0.83
C 3.32 -0.38 0.57
C 2.97 1.69 -0.79
C 4.09 -0.31 -1.81
H -0.08 -4.08 -2.56
H 0.57 -2.43 -2.63
H -1.15 -2.68 -2.32
H 1.64 -4.66 -0.81
H 1.72 -3.71 0.69
H 2.26 -2.99 -0.85
H -0.85 -5.05 -0.36
H -1.92 -3.65 -0.14
H -0.73 -4.07 1.11
H 0.05 2.48 -1.78
H -1.57 2.24 -1.13
H -1.37 3.01 -2.72
H 0.98 0.73 -3.40
H -0.11 1.60 -4.51
H -0.17 -0.17 -4.39
H -3.18 0.72 -2.45
H -2.53 -0.38 -3.68
H -2.69 1.35 -4.03
H 2.52 -0.08 1.26
H 4.27 0.02 0.94
H 3.37 -1.47 0.57
H 2.18 2.01 -0.12
H 2.77 2.08 -1.79
H 3.92 2.09 -0.44
H 4.14 -1.40 -1.82
H 5.07 0.08 -1.52
H 3.85 0.04 -2.81

## Properties
Frontier orbital gap (spin up / spin down) = 6.2 / 5.2 eV
Max |F| = 1.2 eV/A
Expectation value of S² = 2.0343
ΔE to the lowest compared entry with this formula, charge and spin = 18.74 kcal per mole
Multiplicity = 3
Charge = -1
Electronic energy = -7075.604281 Ha
HOMO energy (spin up / spin down) = -3.84 / -4.08 eV

Record 6
The molecule C3H7N3O2S. Source: OMol25; level of theory: ωB97M-V/def2-TZVPD.

Geometry (Å):
C -1.80 -1.69 -0.43
C 0.88 -0.83 0.88
C 1.56 1.29 -0.27
N -1.75 -2.75 -0.02
N -1.77 -0.50 -0.98
N 0.64 0.23 -0.04
O -1.43 0.85 1.13
O -1.07 1.79 -1.04
S -0.89 0.69 -0.17
H 1.84 -1.14 1.16
H 0.43 -0.70 1.86
H 0.41 -1.78 0.50
H 0.93 2.14 -0.46
H 1.97 1.55 0.69
H 2.33 1.26 -1.04
H -2.28 -0.41 -1.76

## Properties
Frontier orbital gap = 10.7 eV
Max |F| = 5.0 eV/A
ΔE to the lowest compared entry with this formula, charge and spin = 22.47 kcal per mole
Multiplicity = 1
SMILES = CN(C)S(=O)(=O)NC#N
Electronic energy = -831.354447 Ha
HOMO energy = -10.12 eV

Record 7
A structure of composition C41H48FeN4O3P2S. Source: OMol25; level of theory: ωB97M-V/def2-TZVPD.

Geometry (Å):
Fe -0.01 -0.28 0.35
C 3.79 1.26 -1.82
C 2.57 2.04 -2.30
C 2.38 1.87 -3.81
P 1.03 1.71 -1.27
C -0.01 3.13 -1.89
C -0.82 3.85 -0.80
C -0.90 2.67 -3.05
C 1.74 2.28 0.31
C 2.07 3.61 0.57
C 2.72 3.96 1.74
C 3.06 2.97 2.66
C 2.76 1.64 2.40
C 2.09 1.29 1.22
N 1.84 -0.05 0.82
C 2.88 -0.93 0.59
C 4.24 -0.66 0.86
C 5.20 -1.62 0.60
C 4.88 -2.86 0.05
C 3.56 -3.11 -0.28
C 2.57 -2.16 -0.02
P 0.87 -2.28 -0.57
C 1.05 -2.63 -2.39
C -0.24 -2.82 -3.20
C 1.92 -1.58 -3.06
C 0.17 -3.83 0.16
C 0.54 -5.12 -0.58
C 0.57 -3.92 1.63
H 4.69 1.64 -2.33
H 3.71 0.20 -2.04
H 3.96 1.37 -0.75
H 2.77 3.10 -2.09
H 2.16 0.83 -4.07
H 3.30 2.15 -4.32
H 1.58 2.50 -4.20
H 0.73 3.83 -2.30
H -0.89 3.29 0.12
H -1.83 4.04 -1.16
H -0.38 4.82 -0.56
H -1.68 2.00 -2.71
H -0.36 2.15 -3.84
H -1.38 3.54 -3.50
H 1.84 4.38 -0.16
H 2.98 4.99 1.94
H 3.58 3.23 3.57
H 3.07 0.87 3.09
H 4.54 0.29 1.27
H 6.23 -1.39 0.83
H 5.65 -3.59 -0.15
H 3.31 -4.04 -0.76
H 1.59 -3.58 -2.37
H -0.74 -1.87 -3.36
H -0.94 -3.52 -2.75
H 0.03 -3.21 -4.18
H 1.45 -0.60 -2.99
H 2.04 -1.83 -4.12
H 2.91 -1.54 -2.61
H -0.92 -3.73 0.11
H 1.60 -5.35 -0.48
H 0.27 -5.10 -1.63
H -0.02 -5.95 -0.12
H 1.64 -4.10 1.73
H 0.04 -4.75 2.11
H 0.34 -3.01 2.18
C -0.24 -0.75 4.67
C -1.39 -1.51 4.85
C -2.13 -1.85 3.72
C -1.68 -1.45 2.47
N -0.54 -0.77 2.30
C 0.14 -0.41 3.39
C -2.43 -1.72 1.23
C -3.72 -2.22 1.19
C -4.33 -2.41 -0.03
C -3.65 -2.07 -1.18
C -2.38 -1.54 -1.06
N -1.76 -1.41 0.12
H 0.36 -0.44 5.51
H -1.72 -1.81 5.83
H -3.04 -2.42 3.82
H 1.02 0.19 3.23
H -4.25 -2.44 2.11
H -5.34 -2.80 -0.09
H -4.10 -2.15 -2.16
H -1.83 -1.21 -1.92
O -4.58 2.60 -2.23
S -4.49 1.69 -1.13
O -5.37 0.55 -1.09
N -2.93 1.16 -0.96
C -2.48 1.44 0.23
O -1.33 1.12 0.67
C -3.40 2.23 1.10
C -3.20 2.67 2.40
C -4.20 3.45 2.97
C -5.35 3.78 2.26
C -5.56 3.31 0.97
C -4.56 2.53 0.43
H -2.31 2.40 2.95
H -4.07 3.82 3.98
H -6.10 4.41 2.73
H -6.46 3.54 0.42

## Properties
Frontier orbital gap (spin up / spin down) = 6.4 / 6.7 eV
Max |F| = 1.4 eV/A
Expectation value of S² = 0.8092
ΔE to the lowest compared entry with this formula, charge and spin = 14.10 kcal per mole
Multiplicity = 2
Charge = +1
Electronic energy = -4380.337887 Ha
HOMO energy (spin up / spin down) = -9.92 / -9.94 eV

Record 8
A cluster of 2 separate species, C3H3NO2 in total. Source: OMol25; level of theory: ωB97M-V/def2-TZVPD.

Geometry (Å):
C 1.38 0.75 0.82
C 0.41 0.65 0.01
C 1.54 -0.36 -0.37
N -2.83 -0.09 -0.20
O -3.29 0.55 -1.09
O -3.12 -0.97 0.52
H 1.93 0.95 1.63
H 2.30 -0.07 -1.15
H 1.68 -1.41 -0.18

## Properties
Frontier orbital gap (spin up / spin down) = 8.3 / 8.5 eV
Max |F| = 3.4 eV/A
ΔE to the lowest compared entry with this formula, charge and spin = 221.02 kcal per mole
Multiplicity = 1
Electronic energy = -321.025422 Ha
HOMO energy (spin up / spin down) = -9.23 / -9.82 eV

Record 9
A cluster of 2 separate species, C16H24N4O6Si2 in total. Source: OMol25; level of theory: ωB97M-V/def2-TZVPD.

Geometry (Å):
C -2.31 -1.72 0.24
Si -2.69 -0.08 -0.52
C -4.07 -0.21 -1.76
C -2.93 1.28 0.71
O -1.33 0.24 -1.51
C -0.06 0.55 -1.32
C 0.44 1.36 -0.34
C 1.69 2.07 -0.60
O 0.78 0.09 -2.22
Si 0.47 -0.98 -3.55
C 1.60 -2.41 -3.21
C -1.31 -1.53 -3.71
C 0.94 0.05 -5.03
H -3.05 -1.92 1.03
H -2.38 -2.52 -0.51
H -1.30 -1.75 0.69
H -4.97 -0.53 -1.23
H -4.28 0.76 -2.24
H -3.86 -0.94 -2.56
H -3.81 1.00 1.30
H -2.09 1.43 1.40
H -3.16 2.23 0.21
H -0.22 1.69 0.45
H 1.77 2.87 0.14
H 2.55 1.40 -0.48
H 1.71 2.50 -1.62
H 1.66 -3.05 -4.10
H 2.61 -2.06 -2.95
H 1.23 -3.02 -2.37
H -1.33 -2.21 -4.58
H -1.68 -2.08 -2.84
H -1.99 -0.70 -3.93
H 0.84 -0.58 -5.92
H 0.28 0.92 -5.14
H 1.98 0.41 -4.95
N 1.33 -0.91 7.55
C 1.42 -0.61 6.43
C 1.49 -0.23 5.06
C 2.06 -0.99 4.04
C 2.20 -0.45 2.73
N 3.28 -0.95 1.94
O 3.97 -1.89 2.40
O 3.54 -0.40 0.84
C 1.58 0.74 2.34
C 0.94 1.45 3.34
N 0.44 2.77 3.34
O 0.21 3.58 2.46
O 0.24 3.10 4.71
N 0.54 2.01 5.56
C 0.95 1.06 4.69
H 2.47 -1.98 4.26
H 1.62 1.11 1.34

## Properties
Frontier orbital gap = 5.5 eV
Max |F| = 3.6 eV/A
Multiplicity = 1
SMILES = N#Cc1cc([N+](=O)[O-])cc2c1no[n+]2[O-].CC=C(O[Si](C)(C)C)O[Si](C)(C)C
Electronic energy = -1873.361267 Ha
HOMO energy = -7.78 eV

> What is the electronic energy in the eighth record?

-321.025422 Ha

Repeat the second record exactly.
A structure of composition C17H38ClInO9PS. Source: OMol25; level of theory: ωB97M-V/def2-TZVPD.

Geometry (Å):
C 6.35 -1.65 -2.94
C 6.21 -0.10 -3.26
C 7.57 0.64 -3.04
C 5.12 0.44 -2.24
In 3.13 0.34 -3.29
C 3.29 -0.93 -5.16
C 1.45 -0.53 -2.08
C 0.11 -0.34 -2.93
C -0.59 -1.70 -3.25
Cl -1.12 -1.75 -5.01
P 2.41 2.77 -3.83
S 1.58 2.76 -5.61
H 7.28 -1.76 -2.35
H 6.36 -2.24 -3.87
H 5.46 -1.96 -2.38
H 5.86 -0.02 -4.31
H 7.96 0.29 -2.07
H 8.29 0.46 -3.86
H 7.40 1.73 -2.94
H 5.38 1.52 -2.09
H 5.20 -0.15 -1.32
H 2.28 -0.95 -5.61
H 3.55 -1.94 -4.80
H 4.03 -0.52 -5.87
H 1.57 -1.62 -1.92
H 1.25 -0.02 -1.12
H 0.36 0.12 -3.91
H -0.57 0.38 -2.44
H 0.10 -2.54 -3.09
H -1.50 -1.77 -2.63
H 3.51 3.68 -3.77
H 1.42 3.18 -2.87
C -3.69 -0.41 3.17
O -3.35 -0.08 1.82
C -3.84 -0.93 0.91
O -4.51 -1.90 1.15
O -3.45 -0.53 -0.30
C -3.91 -1.36 -1.36
H -3.24 0.34 3.81
H -4.77 -0.38 3.31
H -3.29 -1.38 3.44
H -5.00 -1.37 -1.40
H -3.52 -2.37 -1.26
H -3.54 -0.94 -2.30
C -3.38 2.50 0.13
O -3.04 3.33 1.24
C -2.86 4.62 0.93
O -2.96 5.10 -0.16
O -2.55 5.27 2.06
C -2.33 6.67 1.87
H -3.50 1.49 0.49
H -4.32 2.82 -0.32
H -2.58 2.51 -0.61
H -3.23 7.15 1.49
H -1.49 6.84 1.19
H -2.09 7.09 2.84
C -3.05 -5.43 6.16
O -2.72 -4.61 7.29
C -2.53 -3.33 6.99
O -2.62 -2.84 5.89
O -2.23 -2.68 8.11
C -2.00 -1.28 7.93
H -3.18 -6.44 6.53
H -3.99 -5.10 5.71
H -2.25 -5.42 5.43
H -2.89 -0.79 7.55
H -1.16 -1.11 7.26
H -1.76 -0.87 8.91

## Properties
Frontier orbital gap = 5.8 eV
Max |F| = 1.6 eV/A
Multiplicity = 1
Charge = -1
Electronic energy = -2737.567460 Ha
HOMO energy = -3.99 eV